[1]
This record from the OMol25 dataset describes C26H29KN6SbSe4 as an isolated structure. The level of theory is wB97M-V/def2-TZVPD.

```
! RIJCOSX wB97M-V def2-TZVPD def2/J DEFGRID3
* xyz -1 1
K -0.79 -0.10 -0.04
C 0.00 -3.27 -0.48
N -0.32 -2.53 0.74
C -1.61 -2.96 1.29
C 0.74 -2.53 1.73
C 1.46 -3.69 1.96
C 2.55 -3.73 2.82
C 2.91 -2.55 3.45
C 2.19 -1.38 3.26
C 1.05 -1.32 2.43
N 0.32 -0.18 2.15
C 0.36 0.92 2.97
C 0.58 0.89 4.37
C 0.61 2.03 5.15
C 0.43 3.29 4.59
C 0.16 3.35 3.23
C 0.10 2.22 2.44
N -0.30 2.37 1.04
C -1.63 2.96 0.94
C 0.67 3.11 0.25
H -0.15 -4.35 -0.40
H 1.04 -3.08 -0.76
H -0.64 -2.93 -1.30
H -1.58 -4.01 1.61
H -2.39 -2.86 0.54
H -1.85 -2.34 2.16
H 1.17 -4.59 1.42
H 3.10 -4.65 2.97
H 3.79 -2.53 4.09
H 2.53 -0.48 3.74
H 0.71 -0.07 4.85
H 0.77 1.93 6.22
H 0.47 4.19 5.20
H -0.02 4.32 2.77
H -1.68 3.98 1.33
H -2.34 2.36 1.50
H -1.94 2.99 -0.11
H 0.73 4.17 0.54
H 0.39 3.06 -0.81
H 1.66 2.66 0.36
N 0.24 1.36 -3.64
C 1.25 0.62 -2.99
C 2.37 0.24 -3.72
C 3.38 -0.43 -3.07
C 3.27 -0.71 -1.71
C 2.11 -0.31 -1.08
N 1.11 0.35 -1.70
C -1.03 1.74 -3.21
C -1.64 2.83 -3.85
C -2.93 3.17 -3.49
C -3.58 2.45 -2.49
C -2.89 1.40 -1.92
N -1.65 1.05 -2.26
H 0.49 1.70 -4.55
H 2.43 0.44 -4.79
H 4.26 -0.75 -3.63
H 4.03 -1.24 -1.17
H 1.95 -0.51 -0.02
H -1.11 3.38 -4.61
H -3.42 3.99 -3.99
H -4.59 2.69 -2.18
H -3.37 0.79 -1.15
Se -3.21 -5.37 -1.76
Sb -2.56 -4.18 -3.71
Se -0.72 -4.72 -5.13
Se -4.48 -3.00 -4.87
Se -2.95 -1.66 -3.55
*
```

Results
Max |F| in Eh/bohr: 0.0190
Highest occupied orbital energy in eV: -3.910
Orbital gap in eV: 5.70

[2]
This record from the OMol25 dataset describes an isolated ion of composition C5H12NS and charge -2. The level of theory is wB97M-V/def2-TZVPD.

```
! RIJCOSX wB97M-V def2-TZVPD def2/J DEFGRID3
* xyz -2 2
C -1.12 0.60 -1.13
N -0.32 -0.30 -0.31
C 1.15 -0.19 0.06
C 1.32 -1.40 1.06
S 3.07 -1.98 1.07
C 1.37 1.21 0.63
C -2.49 -0.10 -0.95
H -1.30 1.77 -0.72
H -0.73 0.60 -2.15
H -0.87 -0.38 0.63
H 1.67 -0.45 -0.86
H 1.29 -1.15 2.10
H 0.72 -2.37 0.94
H 0.59 1.66 1.08
H 1.84 2.11 -0.02
H 2.14 1.24 1.38
H -3.13 0.24 -1.81
H -2.27 -1.21 -1.06
H -2.94 0.08 0.07
*
```

Results
⟨S²⟩: 0.751
Max |F| in Eh/bohr: 0.1114
Highest occupied orbital energy (spin up / spin down) in eV: 3.788 / 0.052
Orbital gap (spin up / spin down) in eV: 2.07 / 5.78

Summary of ΔE to the lowest compared entry with this formula, charge and spin in eV
0.1869, 1.9274
(order as listed above)